Model one:
The following is a DFT calculation (the ωB97M-V functional and the def2-TZVPD basis) of a molecular structure, C2H3NS2.

Structure (XYZ):
```
8
C2H3NS2 (the ωB97M-V functional and the def2-TZVPD basis)
S -1.078 -2.534 0.320
S 0.731 -1.799 1.088
N 1.351 2.302 0.047
C -1.175 -0.834 -0.194
C 0.036 -0.375 0.266
H 1.469 2.117 -0.956
H 0.539 1.702 0.325
H -1.874 -0.579 -0.897
```

Output
- total charge = 0
- highest occupied orbital energy (spin up / spin down) (eV) = -9.20 / -9.46
- Kohn-Sham gap (spin up / spin down) (eV) = 7.19 / 8.73

Charges per atom according to Löwdin partitioning, unit e: number 1, S, carries 0.541; number 2, S, carries 0.529; number 3, N, carries 0.086; number 4, C, carries -0.579; number 5, C, carries -0.494; number 6, H, carries -0.027; number 7, H, carries -0.071; number 8, H, carries 0.015


Model two:
The following is a DFT calculation (the ωB97M-V functional and the def2-TZVPD basis) of 2 unconnected molecules or ions with the total composition C2H3NS2.

Structure (XYZ):
```
8
C2H3NS2 (the ωB97M-V functional and the def2-TZVPD basis)
S 2.352 -1.217 -0.082
S -2.378 -0.277 -0.027
N 0.354 0.709 0.022
C -1.407 -1.528 0.158
C 1.055 -0.348 -0.035
H -1.776 -2.542 0.236
H 0.707 1.651 0.105
H -0.720 0.623 -0.025
```

Output
- total charge = 0
- highest occupied orbital energy (spin up / spin down) (eV) = -7.23 / -7.11
- Kohn-Sham gap (spin up / spin down) (eV) = 6.76 / 6.55

Charges per atom according to Löwdin partitioning, unit e: number 1, S, carries 0.721; number 2, S, carries 0.616; number 3, N, carries 0.000; number 4, C, carries -0.525; number 5, C, carries -0.802; number 6, H, carries -0.050; number 7, H, carries 0.128; number 8, H, carries -0.087


Model three:
The following is a DFT calculation (the ωB97M-V functional and the def2-TZVPD basis) of a single C2H3NS2 molecule.

Structure (XYZ):
```
8
C2H3NS2 (the ωB97M-V functional and the def2-TZVPD basis)
S -0.181 -1.500 -0.119
S -1.547 1.054 -0.412
N 2.256 1.100 -0.767
C -0.004 0.235 0.186
C 1.214 0.797 -0.440
H 0.030 -1.889 1.154
H -1.871 -0.123 -0.895
H 0.104 0.325 1.292
```

Output
- total charge = 0
- highest occupied orbital energy (eV) = -9.96
- Kohn-Sham gap (eV) = 10.25
- structure (SMILES) = N#CC(S)S

Charges per atom according to Löwdin partitioning, unit e: number 1, S, carries 0.740; number 2, S, carries 0.706; number 3, N, carries 0.158; number 4, C, carries -1.032; number 5, C, carries -0.341; number 6, H, carries -0.107; number 7, H, carries -0.202; number 8, H, carries 0.079


It is model three that is the most stable of them.


Model one:
The following is a DFT calculation (the ωB97M-V functional and the def2-TZVPD basis) of 5 unconnected molecules or ions with the total composition H10O5.

Structure (XYZ):
```
15
H10O5 (the ωB97M-V functional and the def2-TZVPD basis)
O -0.096 -0.782 0.002
O -2.154 -0.436 -1.891
O -0.142 0.677 2.248
O -0.058 2.400 0.144
O 3.230 -1.376 -0.106
H 3.419 -2.038 0.463
H -0.926 -1.136 -0.248
H 2.352 -1.265 -0.130
H 0.644 2.367 0.836
H 0.038 -0.080 -0.804
H -1.993 -0.166 -2.802
H -0.918 2.240 0.606
H -3.021 -0.756 -1.924
H -0.884 0.102 1.859
H 0.508 0.249 1.746
```

Output
- total charge = -1
- highest occupied orbital energy (spin up / spin down) (eV) = 0.60 / -7.35
- Kohn-Sham gap (spin up / spin down) (eV) = 2.90 / 10.80
- spin multiplicity = 2

Charges per atom according to Löwdin partitioning, unit e: number 1, O, carries -0.239; number 2, O, carries -0.323; number 3, O, carries -0.140; number 4, O, carries -0.165; number 5, O, carries 0.011; number 6, H, carries -0.027; number 7, H, carries -0.058; number 8, H, carries -0.066; number 9, H, carries 0.025; number 10, H, carries 0.092; number 11, H, carries -0.055; number 12, H, carries 0.031; number 13, H, carries -0.093; number 14, H, carries 0.053; number 15, H, carries -0.048


Model two:
The following is a DFT calculation (the ωB97M-V functional and the def2-TZVPD basis) of 5 unconnected molecules or ions with the total composition H10O5.

Structure (XYZ):
```
15
H10O5 (the ωB97M-V functional and the def2-TZVPD basis)
O 1.281 -0.639 -1.529
O 1.098 1.852 -0.738
O -1.811 -0.402 0.864
O -0.320 -2.397 -0.222
O -0.364 1.704 1.524
H 1.190 0.962 -1.097
H 2.002 2.038 -0.449
H -0.818 -2.866 -0.882
H -0.959 -1.772 0.214
H -0.993 2.435 1.548
H 2.129 -1.055 -1.706
H 0.810 -1.286 -0.942
H 0.043 1.798 0.644
H -2.108 -0.715 1.738
H -1.180 0.343 1.034
```

Output
- total charge = -1
- highest occupied orbital energy (spin up / spin down) (eV) = 1.30 / -7.13
- Kohn-Sham gap (spin up / spin down) (eV) = 2.54 / 10.93
- spin multiplicity = 2

Charges per atom according to Löwdin partitioning, unit e: number 1, O, carries -0.270; number 2, O, carries -0.190; number 3, O, carries -0.168; number 4, O, carries -0.183; number 5, O, carries -0.147; number 6, H, carries -0.043; number 7, H, carries 0.001; number 8, H, carries 0.002; number 9, H, carries -0.005; number 10, H, carries 0.034; number 11, H, carries -0.028; number 12, H, carries -0.006; number 13, H, carries -0.018; number 14, H, carries 0.036; number 15, H, carries -0.014


It is model two that is the most stable of them.